Entry 1:
{
  "formula": "C4H8S",
  "method": "wB97M-V/def2-TZVPD",
  "elements": ["C", "C", "S", "C", "C", "H", "H", "H", "H", "H", "H", "H", "H"],
  "positions_angstrom": [[-1.278, -0.040, -0.865], [0.086, -0.162, -0.178], [0.546, -1.974, 0.273], [0.286, 0.463, 1.196], [1.221, 0.780, -0.104], [-2.031, -0.149, 0.063], [-1.324, -0.653, -1.786], [-1.268, 1.134, -0.810], [-0.104, -2.648, -1.121], [-0.379, 1.209, 1.753], [0.773, -0.133, 2.018], [2.086, 0.399, 0.207], [1.386, 1.774, -0.647]],
  "lowdin_charge": [-0.11, -0.84, 0.62, -0.20, -0.11, 0.12, 0.06, 0.11, 0.00, 0.11, 0.07, 0.02, 0.13],
  "e_homo_ev": -8.90,
  "smiles": "CC1(S)CC1",
  "lumo_energy_ev": 0.58,
  "orbital_gap_ha": 0.3482,
  "multiplicity": 1
}

***

Entry 2:
{
  "formula": "C10H27F2N2O3Pd",
  "method": "wB97M-V/def2-TZVPD",
  "elements": ["Pd", "F", "F", "C", "C", "O", "H", "H", "H", "H", "H", "C", "C", "C", "O", "C", "N", "H", "H", "H", "H", "H", "H", "H", "H", "H", "H", "H", "C", "C", "C", "O", "C", "N", "H", "H", "H", "H", "H", "H", "H", "H", "H", "H", "H"],
  "positions_angstrom": [[-8.129, -18.264, 4.087], [-9.740, -18.272, 2.491], [-7.856, -20.269, 3.390], [-10.024, -19.339, 8.257], [-10.092, -18.804, 6.808], [-8.882, -18.764, 6.153], [-9.628, -20.358, 8.294], [-11.071, -19.494, 8.545], [-9.453, -18.680, 8.906], [-10.488, -17.770, 6.891], [-10.847, -19.408, 6.282], [-3.813, -17.230, 4.644], [-5.309, -17.170, 4.354], [-5.533, -17.116, 2.841], [-6.927, -17.149, 2.484], [-7.121, -16.649, 1.193], [-6.034, -18.347, 4.897], [-3.407, -18.123, 4.163], [-3.605, -17.164, 5.711], [-3.293, -16.368, 4.211], [-5.681, -16.263, 4.841], [-5.142, -18.000, 2.329], [-5.059, -16.196, 2.483], [-6.920, -15.569, 1.125], [-8.170, -16.746, 0.919], [-6.499, -17.152, 0.447], [-5.927, -18.256, 5.909], [-5.443, -19.141, 4.645], [-10.437, -14.544, 5.475], [-9.791, -15.434, 4.417], [-9.396, -14.716, 3.137], [-10.425, -13.795, 2.794], [-10.147, -13.200, 1.537], [-8.740, -16.275, 4.966], [-10.631, -15.116, 6.386], [-11.450, -14.231, 5.204], [-9.843, -13.652, 5.696], [-10.573, -16.129, 4.081], [-9.188, -15.441, 2.350], [-8.500, -14.097, 3.344], [-11.037, -12.661, 1.219], [-9.821, -13.894, 0.760], [-9.333, -12.481, 1.715], [-8.026, -15.758, 5.476], [-9.207, -16.825, 5.694]],
  "lowdin_charge": [1.04, -0.65, -0.68, -0.12, -0.49, -0.40, 0.06, 0.05, 0.05, 0.07, 0.10, -0.07, -0.42, -0.18, -0.28, -0.13, 0.01, 0.08, 0.08, 0.08, 0.13, 0.14, 0.12, 0.09, 0.08, 0.09, 0.09, 0.10, -0.06, -0.41, -0.20, -0.19, -0.11, -0.01, 0.07, 0.07, 0.08, 0.14, 0.10, 0.13, 0.08, 0.08, 0.08, 0.09, 0.04],
  "e_homo_ev": [-3.73, -4.01],
  "charge": -1,
  "lumo_energy_ev": [2.70, 2.68],
  "orbital_gap_ha": [0.2362, 0.2457],
  "multiplicity": 3
}

***

Entry 3:
{
  "formula": "C27H32AuCl2N2O4",
  "method": "wB97M-V/def2-TZVPD",
  "elements": ["Au", "Cl", "N", "N", "C", "C", "C", "C", "C", "C", "H", "H", "H", "H", "H", "H", "C", "C", "C", "C", "H", "H", "H", "H", "H", "H", "O", "H", "H", "O", "H", "H", "C", "C", "C", "H", "H", "C", "C", "H", "C", "C", "C", "C", "H", "C", "H", "H", "H", "H", "H", "H", "H", "H", "Cl", "C", "C", "C", "C", "C", "C", "C", "O", "O", "H", "H", "H", "H"],
  "positions_angstrom": [[-0.571, 0.587, 0.536], [-0.407, 2.393, 2.059], [0.947, -0.907, 1.665], [-1.171, 0.965, -1.604], [1.972, -0.337, 2.247], [-0.671, 1.892, -2.380], [0.727, -2.229, 2.333], [1.520, -2.046, 3.627], [1.339, -3.362, 1.526], [-0.718, -2.561, 2.600], [2.374, -3.130, 1.245], [0.742, -3.550, 0.628], [1.325, -4.266, 2.148], [-1.173, -1.795, 3.233], [-0.776, -3.529, 3.116], [-1.276, -2.645, 1.664], [-2.482, 0.527, -2.162], [-2.472, 1.188, -3.538], [-3.604, 1.103, -1.314], [-2.541, -0.988, -2.270], [-1.775, -1.329, -2.976], [-3.527, -1.288, -2.649], [-2.380, -1.454, -1.295], [-3.550, 2.201, -1.320], [-3.514, 0.743, -0.288], [-4.575, 0.794, -1.723], [-1.313, 2.070, -3.532], [-3.350, 1.819, -3.743], [-2.327, 0.483, -4.361], [2.416, -0.935, 3.356], [2.146, -2.898, 3.917], [0.878, -1.747, 4.467], [2.727, 0.890, 1.838], [0.508, 2.766, -2.131], [1.648, 1.954, -1.610], [0.193, 3.486, -1.363], [0.750, 3.296, -3.058], [1.855, 1.927, -0.236], [2.750, 1.039, 0.350], [1.334, 2.653, 0.397], [3.619, 0.314, -0.467], [3.486, 0.431, -1.853], [4.685, -0.561, 0.124], [2.491, 1.216, -2.442], [4.167, -0.129, -2.496], [2.332, 1.280, -3.931], [3.176, 0.785, -4.424], [2.288, 2.315, -4.296], [1.413, 0.774, -4.263], [5.253, -0.045, 0.911], [5.391, -0.868, -0.658], [4.265, -1.479, 0.564], [3.736, 0.830, 2.265], [2.183, 1.731, 2.281], [-8.360, -3.651, 2.026], [-6.899, -2.772, 2.024], [-6.172, -2.610, 0.830], [-4.985, -1.872, 0.842], [-4.483, -1.301, 2.017], [-5.231, -1.450, 3.202], [-6.410, -2.201, 3.210], [-3.170, -0.535, 2.011], [-2.881, 0.097, 3.033], [-2.467, -0.720, 0.923], [-6.536, -3.062, -0.085], [-4.421, -1.745, -0.085], [-4.862, -0.970, 4.111], [-6.959, -2.345, 4.139]],
  "lowdin_charge": [0.72, -0.11, 0.12, 0.08, -0.35, -0.33, -0.54, -0.07, -0.04, -0.03, 0.08, 0.09, 0.09, 0.09, 0.10, 0.08, -0.54, -0.07, -0.02, -0.03, 0.08, 0.09, 0.06, 0.10, 0.06, 0.10, 0.02, 0.13, 0.12, 0.01, 0.13, 0.14, -0.07, -0.04, -0.20, 0.14, 0.12, -0.07, -0.19, 0.04, -0.21, 0.01, -0.04, -0.22, 0.11, -0.04, 0.08, 0.08, 0.09, 0.08, 0.08, 0.08, 0.12, 0.08, 0.57, -0.78, -0.15, -0.09, -0.19, -0.07, -0.15, -0.63, -0.04, -0.13, 0.07, 0.07, 0.10, 0.08],
  "e_homo_ev": [-0.31, -4.39],
  "charge": -1,
  "lumo_energy_ev": [2.19, 0.56],
  "orbital_gap_ha": [0.0919, 0.1820],
  "multiplicity": 3
}

***

Entry 4:
{
  "formula": "C5H10O2",
  "method": "wB97M-V/def2-TZVPD",
  "elements": ["C", "C", "O", "C", "C", "C", "H", "H", "H", "H", "H", "H", "H", "H", "O", "H", "H"],
  "positions_angstrom": [[-1.965, 0.120, 1.635], [-0.977, -0.111, 0.742], [-0.819, -1.404, 0.235], [-0.428, 1.009, -0.014], [0.296, 0.924, -1.136], [0.692, 2.141, -1.924], [-2.499, -0.723, 2.059], [-2.372, 1.122, 1.622], [-0.721, -1.911, 1.040], [-0.596, 2.004, 0.388], [0.189, -0.017, -1.683], [1.512, 1.819, -2.561], [0.860, 3.042, -1.325], [-0.188, 2.482, -2.488], [2.411, -2.087, 0.605], [1.596, -2.534, 0.443], [2.759, -1.799, -0.236]],
  "lowdin_charge": [0.06, -0.39, 0.01, -0.09, -0.14, -0.10, 0.06, 0.06, 0.09, 0.11, 0.11, 0.07, 0.07, 0.08, -0.04, 0.00, 0.03],
  "e_homo_ev": -8.43,
  "smiles": "C=C(O)/C=C/C.O",
  "lumo_energy_ev": 0.70,
  "orbital_gap_ha": 0.3357,
  "multiplicity": 1
}

***

| no. | largest force on an atom (Eh/bohr) | electronic energy (Eh) |
| --- | --- | --- |
| 1 | 0.0951 | -555.248587 |
| 2 | 0.0536 | -1059.983175 |
| 3 | 0.0773 | -2514.603963 |
| 4 | 0.0524 | -346.919629 |